Arrangement i

Entry from OMol25: 5 unconnected molecules or ions with the total composition C45H95N5O5 (ωB97M-V/def2-TZVPD).

The geometry in XYZ format:
```
150
C45H95N5O5 ωB97M-V/def2-TZVPD
C 4.69 3.86 -0.23
C 3.78 4.98 -0.85
C 4.43 6.41 -0.57
C 5.73 6.66 -1.37
C 5.36 6.56 -2.84
C 4.66 5.17 -3.22
N 3.66 4.65 -2.26
O 3.10 3.48 -2.64
C 3.93 5.44 -4.60
C 5.84 4.23 -3.54
C 2.40 5.18 -0.18
H 4.71 4.05 0.84
H 5.70 3.77 -0.62
H 4.31 2.86 -0.45
H 3.75 7.22 -0.85
H 4.65 6.42 0.49
H 6.49 5.95 -1.06
H 6.06 7.66 -1.10
H 6.12 6.77 -3.59
H 4.60 7.32 -3.05
H 3.38 4.57 -4.97
H 3.29 6.30 -4.40
H 4.62 5.84 -5.35
H 5.39 3.33 -3.95
H 6.53 4.50 -4.33
H 6.43 3.84 -2.71
H 1.89 4.23 -0.35
H 1.72 5.94 -0.56
H 2.65 5.44 0.85
H 3.60 2.72 -2.33
C -1.83 3.35 -1.20
C -2.21 2.86 -2.70
C -0.92 3.21 -3.45
C -0.72 2.47 -4.78
C -1.12 1.02 -4.58
C -2.60 0.63 -4.03
N -2.63 1.41 -2.79
O -3.76 1.17 -2.03
C -3.65 0.95 -5.10
C -2.65 -0.94 -3.68
C -3.37 3.76 -3.36
H -1.66 2.50 -0.54
H -2.53 4.11 -0.88
H -0.86 3.84 -1.07
H -0.87 4.27 -3.72
H -0.09 2.77 -2.90
H 0.30 2.55 -5.17
H -1.17 2.95 -5.65
H -0.34 0.52 -4.01
H -0.99 0.62 -5.59
H -3.60 0.04 -5.70
H -4.64 1.00 -4.63
H -3.46 1.70 -5.86
H -2.33 -1.69 -4.41
H -2.06 -1.06 -2.77
H -3.60 -1.33 -3.31
H -4.30 3.71 -2.80
H -3.63 3.37 -4.35
H -3.19 4.83 -3.28
H -3.39 0.65 -1.31
C 2.03 -3.27 -4.19
C 1.56 -3.31 -2.68
C 1.43 -4.83 -2.28
C 2.72 -5.40 -1.74
C 3.23 -4.62 -0.56
C 3.50 -3.13 -0.90
N 2.43 -2.52 -1.77
O 2.58 -1.22 -2.14
C 3.50 -2.41 0.45
C 4.88 -3.14 -1.48
C 0.25 -2.75 -2.58
H 3.10 -3.07 -4.26
H 1.61 -2.56 -4.89
H 1.74 -4.16 -4.74
H 0.77 -4.81 -1.41
H 1.06 -5.47 -3.08
H 3.36 -5.11 -2.58
H 2.61 -6.48 -1.65
H 4.23 -4.99 -0.32
H 2.56 -4.69 0.30
H 3.69 -1.34 0.46
H 2.67 -2.65 1.13
H 4.30 -2.79 1.08
H 5.16 -2.11 -1.70
H 5.69 -3.56 -0.87
H 4.86 -3.63 -2.45
H 0.15 -1.75 -3.00
H -0.09 -2.57 -1.56
H -0.53 -3.45 -2.89
H 1.81 -0.76 -1.80
C -2.67 -2.66 5.21
C -3.23 -3.98 4.57
C -2.19 -5.07 5.10
C -2.54 -6.51 4.96
C -4.01 -6.80 5.45
C -5.05 -5.70 4.92
N -4.52 -4.29 5.12
O -5.41 -3.28 4.96
C -5.44 -5.97 3.45
C -6.32 -5.84 5.84
C -3.11 -3.92 3.03
H -1.59 -2.58 5.31
H -2.89 -2.69 6.28
H -3.08 -1.66 5.09
H -1.14 -4.93 4.85
H -2.05 -4.89 6.17
H -1.74 -7.11 5.38
H -2.53 -6.80 3.91
H -4.08 -6.82 6.54
H -4.39 -7.81 5.28
H -5.95 -5.15 2.94
H -4.61 -6.08 2.75
H -6.10 -6.83 3.37
H -6.69 -6.86 5.88
H -6.18 -5.51 6.87
H -7.12 -5.23 5.42
H -2.98 -4.88 2.53
H -2.30 -3.26 2.73
H -3.97 -3.33 2.71
H -5.72 -2.96 5.81
C -1.70 1.65 4.65
C -1.78 1.94 3.09
C -1.08 3.22 2.70
C 0.44 3.12 2.69
C 0.93 1.96 1.75
C 0.15 0.54 1.85
N -1.31 0.94 2.08
O -2.07 -0.24 2.35
C 0.21 -0.17 0.38
C 0.66 -0.41 3.02
C -3.36 2.22 2.95
H -1.93 2.53 5.26
H -0.80 1.23 5.08
H -2.50 0.91 4.77
H -1.39 3.53 1.70
H -1.18 4.09 3.35
H 0.65 2.74 3.69
H 1.00 4.06 2.64
H 2.01 1.94 1.86
H 0.67 2.39 0.78
H -0.05 0.30 -0.56
H 1.23 -0.54 0.28
H -0.37 -1.08 0.52
H 0.23 -1.41 3.06
H 1.71 -0.68 2.93
H 0.56 0.00 4.03
H -3.64 3.17 3.41
H -3.93 1.40 3.39
H -3.67 2.37 1.92
H -2.53 -0.35 1.52
```

The HOMO energy is -8.0 eV. For the HOMO-LUMO gap, the calculation gives 8.41 eV. The spin multiplicity is 1. As for the lowest unoccupied orbital energy: 0.4516 eV. As for the SMILES: CC1(C)CCCC(C)(C)N1O.CC1(C)CCCC(C)(C)N1O.CC1(C)CCCC(C)(C)N1O.CC1(C)CCCC(C)(C)N1O.CC1(C)CCCC(C)(C)N1O.

Arrangement ii

Entry from OMol25: 5 unconnected molecules or ions with the total composition C45H95N5O5 (ωB97M-V/def2-TZVPD).

The geometry in XYZ format:
```
150
C45H95N5O5 ωB97M-V/def2-TZVPD
C -2.70 3.72 5.53
C -3.77 3.41 6.60
C -4.01 4.64 7.47
C -4.85 5.70 6.75
C -6.15 5.06 6.28
C -5.99 3.83 5.39
N -5.02 2.93 6.02
O -4.77 1.83 5.15
C -7.32 3.12 5.36
C -5.58 4.31 3.99
C -3.20 2.31 7.48
H -2.51 2.82 4.95
H -1.76 3.93 6.06
H -2.95 4.55 4.88
H -4.48 4.39 8.42
H -3.03 5.08 7.64
H -4.30 6.25 5.98
H -5.09 6.45 7.50
H -6.82 5.73 5.73
H -6.65 4.79 7.22
H -7.25 2.15 4.87
H -7.73 3.00 6.36
H -8.06 3.69 4.79
H -6.42 4.91 3.63
H -4.74 5.00 4.10
H -5.38 3.52 3.28
H -3.84 2.13 8.35
H -2.19 2.53 7.85
H -3.03 1.40 6.90
H -4.92 1.07 5.72
C 6.48 3.08 -1.19
C 5.24 2.50 -0.51
C 5.44 0.97 -0.47
C 4.51 0.27 0.51
C 4.53 0.89 1.90
C 4.41 2.43 1.93
N 5.25 2.97 0.88
O 5.16 4.39 0.89
C 2.92 2.79 1.82
C 4.95 2.90 3.28
C 3.96 2.80 -1.30
H 7.38 2.50 -0.98
H 6.62 4.12 -0.90
H 6.31 3.11 -2.27
H 5.19 0.59 -1.47
H 6.49 0.76 -0.30
H 4.79 -0.78 0.56
H 3.49 0.31 0.12
H 5.40 0.56 2.46
H 3.69 0.41 2.41
H 2.36 2.50 2.70
H 2.82 3.85 1.55
H 2.42 2.35 0.95
H 5.91 2.45 3.53
H 5.16 3.97 3.24
H 4.24 2.83 4.10
H 3.49 3.76 -1.09
H 3.21 2.02 -1.23
H 4.20 2.89 -2.36
H 6.00 4.69 1.26
C -0.22 -2.61 -4.76
C -0.75 -1.96 -6.04
C -2.12 -2.53 -6.37
C -3.00 -1.68 -7.31
C -3.08 -0.27 -6.76
C -1.72 0.40 -6.49
N -0.85 -0.53 -5.82
O 0.43 0.06 -5.60
C -1.14 0.83 -7.86
C -1.97 1.64 -5.66
C 0.20 -2.28 -7.21
H -0.27 -3.69 -4.71
H -0.76 -2.18 -3.91
H 0.82 -2.30 -4.60
H -1.99 -3.56 -6.71
H -2.72 -2.65 -5.45
H -3.97 -2.17 -7.32
H -2.56 -1.69 -8.31
H -3.68 -0.28 -5.85
H -3.59 0.33 -7.51
H -0.14 1.25 -7.75
H -0.99 -0.06 -8.47
H -1.81 1.46 -8.46
H -2.22 1.41 -4.62
H -1.09 2.29 -5.66
H -2.79 2.21 -6.10
H 0.39 -3.36 -7.21
H 1.17 -1.80 -7.10
H -0.29 -2.11 -8.16
H 0.49 0.12 -4.64
C 0.09 -1.20 -0.21
C -1.18 -0.36 -0.06
C -2.17 -1.16 0.80
C -3.19 -0.28 1.49
C -2.49 0.72 2.40
C -1.56 1.63 1.60
N -0.84 0.89 0.59
O 0.05 1.66 -0.17
C -2.40 2.74 0.92
C -0.58 2.28 2.58
C -1.80 -0.13 -1.46
H -0.17 -2.24 -0.42
H 0.61 -1.25 0.75
H 0.79 -0.82 -0.95
H -2.69 -1.88 0.17
H -1.59 -1.74 1.53
H -3.95 -0.85 2.02
H -3.73 0.32 0.74
H -1.95 0.16 3.17
H -3.24 1.37 2.85
H -1.85 3.18 0.09
H -3.36 2.37 0.56
H -2.69 3.52 1.63
H 0.13 2.95 2.10
H -1.07 2.80 3.39
H 0.01 1.47 3.03
H -2.67 0.53 -1.44
H -2.04 -1.08 -1.93
H -1.04 0.37 -2.07
H 0.93 1.45 0.19
C 2.37 -3.82 -1.96
C 1.90 -5.18 -1.46
C 1.93 -6.23 -2.57
C 3.35 -6.76 -2.81
C 3.94 -7.32 -1.53
C 3.91 -6.37 -0.33
N 2.63 -5.69 -0.32
O 2.43 -4.90 0.83
C 4.06 -7.19 0.94
C 5.09 -5.38 -0.44
C 0.43 -5.07 -1.07
H 1.56 -3.33 -2.50
H 3.21 -3.94 -2.65
H 2.71 -3.16 -1.16
H 1.18 -6.99 -2.40
H 1.70 -5.76 -3.54
H 3.96 -6.01 -3.31
H 3.24 -7.63 -3.47
H 4.96 -7.68 -1.73
H 3.45 -8.27 -1.26
H 4.02 -6.56 1.83
H 3.23 -7.89 1.06
H 5.03 -7.68 0.97
H 5.08 -4.75 0.45
H 6.00 -6.00 -0.38
H 5.07 -4.78 -1.34
H -0.15 -4.75 -1.94
H 0.15 -4.34 -0.31
H 0.05 -6.02 -0.68
H 1.89 -5.46 1.40
```

The HOMO energy is -7.8 eV. For the HOMO-LUMO gap, the calculation gives 8.34 eV. The spin multiplicity is 1. As for the lowest unoccupied orbital energy: 0.5599 eV. As for the SMILES: CC1(C)CCCC(C)(C)N1O.CC1(C)CCCC(C)(C)N1O.CC1(C)CCCC(C)(C)N1O.CC1(C)CCCC(C)(C)N1O.CC1(C)CCCC(C)(C)N1O.

Q: What are the energies relative to the best structure? A: arrangement i 624.2; arrangement ii 0.0, in kJ/mol.

Arrangement i

Entry from OMol25: 7 unconnected molecules or ions with the total composition C6H25NO7 (ωB97M-V/def2-TZVPD).

The geometry in XYZ format:
```
39
C6H25NO7 ωB97M-V/def2-TZVPD
O 1.53 0.74 -1.28
C 0.57 1.09 -0.59
N -0.61 0.41 -0.74
C -0.63 -0.69 -1.70
C -0.79 -0.19 -3.18
C 0.57 2.35 0.19
C 0.74 1.14 2.40
C -0.03 2.20 1.60
H -1.47 0.93 -0.69
H -1.40 -1.34 -1.25
H 0.30 -1.26 -1.72
H -1.73 0.37 -3.18
H -0.91 -1.01 -3.89
H 0.06 0.46 -3.35
H -0.03 3.04 -0.42
H 1.53 2.81 0.39
H 1.71 1.64 2.53
H 0.83 0.16 1.92
H 0.48 0.94 3.45
H -0.02 3.09 2.21
H -1.12 1.99 1.56
H 4.31 -0.21 -0.33
H 3.33 0.26 -1.48
O 3.95 -0.44 -1.21
H -3.34 1.22 -1.03
H -2.98 2.72 -0.95
O -3.13 2.00 -1.56
H 1.87 -2.63 -0.50
H 2.83 -1.46 -0.50
O 2.13 -1.88 0.06
H 1.15 -3.34 1.31
H 1.84 -3.10 2.74
O 1.07 -2.98 2.18
H -4.25 -1.04 0.56
H -3.06 -0.86 1.33
O -3.39 -0.61 0.45
H -1.24 -2.18 3.12
H -0.89 -1.10 2.05
O -1.61 -1.58 2.47
```

The HOMO energy is -9.3 eV. For the HOMO-LUMO gap, the calculation gives 9.86 eV. The spin multiplicity is 1. As for the lowest unoccupied orbital energy: 0.5374 eV. As for the SMILES: CCCC(=O)NCC.O.O.O.O.O.O.

Arrangement ii

Entry from OMol25: 7 unconnected molecules or ions with the total composition C6H25NO7 (ωB97M-V/def2-TZVPD).

The geometry in XYZ format:
```
39
C6H25NO7 ωB97M-V/def2-TZVPD
O 1.16 -1.00 -2.53
C 0.35 -0.12 -2.21
N 0.27 0.42 -0.94
C -0.68 1.51 -0.60
C -0.80 1.97 0.85
C -2.01 1.29 1.51
C -3.33 1.86 1.02
C -0.41 0.57 -3.30
H 0.80 0.06 -0.23
H -1.62 1.28 -1.20
H -0.23 2.27 -1.38
H -0.63 3.08 0.90
H 0.11 1.63 1.38
H -1.96 1.51 2.68
H -1.89 0.28 1.68
H -3.79 1.20 0.27
H -3.32 2.82 0.44
H -4.14 1.98 1.82
H 0.12 1.23 -3.92
H -1.20 1.23 -2.92
H -0.81 -0.33 -3.71
H -0.78 -3.76 -2.03
H -0.67 -2.33 -1.73
O -1.39 -3.00 -1.80
H -1.35 -2.84 0.39
H -2.66 -3.70 0.82
O -1.76 -3.48 0.99
H 2.63 -0.69 1.79
H 3.45 0.25 1.11
O 3.19 0.10 2.08
H 2.08 0.17 3.55
H 1.45 0.95 4.48
O 1.20 0.32 3.88
H 2.47 1.95 -1.14
H 3.16 2.09 -2.47
O 2.34 1.93 -2.14
H 0.90 -2.03 2.51
H 0.52 -0.78 1.94
O 1.11 -1.49 1.76
```

The HOMO energy is -9.3 eV. For the HOMO-LUMO gap, the calculation gives 9.51 eV. The spin multiplicity is 1. As for the lowest unoccupied orbital energy: 0.2022 eV. As for the SMILES: CCCCNC(C)=O.O.O.O.O.O.O.

Q: What are the energies relative to the best structure? A: arrangement i 0.0; arrangement ii 227.8, in kJ/mol.

Arrangement i

Entry from OMol25: 2 unconnected molecules or ions with the total composition C3H4N2Si (ωB97M-V/def2-TZVPD).

The geometry in XYZ format:
```
10
C3H4N2Si ωB97M-V/def2-TZVPD
C -0.08 -1.07 -1.59
C 1.31 1.42 1.29
C -0.20 -1.46 -0.25
N 0.00 -0.91 -2.74
N 2.33 1.21 1.73
Si -0.42 1.28 0.57
H 0.63 -2.11 0.14
H -1.22 -1.67 0.08
H -1.81 1.25 1.32
H -0.55 2.08 -0.56
```

The HOMO energy (alpha / beta) is -9.1 / -9.1 eV. For the HOMO-LUMO gap (alpha / beta), the calculation gives 7.40 / 7.40 eV. The spin multiplicity is 1. As for the lowest unoccupied orbital energy (alpha / beta): -1.6656 / -1.6657 eV.

Arrangement ii

Entry from OMol25: 2 unconnected molecules or ions with the total composition C3H4N2Si (ωB97M-V/def2-TZVPD).

The geometry in XYZ format:
```
10
C3H4N2Si ωB97M-V/def2-TZVPD
C 2.30 -0.22 -0.06
C -2.45 -0.04 0.03
C 1.31 -1.16 0.11
N 2.88 0.79 -0.20
N -3.31 -0.79 0.16
Si -0.99 1.13 -0.09
H 1.16 -1.66 1.00
H 0.76 -1.39 -0.76
H -0.85 1.53 -1.40
H -0.81 1.81 1.21
```

The HOMO energy (alpha / beta) is -9.7 / -8.4 eV. For the HOMO-LUMO gap (alpha / beta), the calculation gives 8.10 / 6.69 eV. The spin multiplicity is 1. As for the lowest unoccupied orbital energy (alpha / beta): -1.6099 / -1.7445 eV.

Q: What are the energies relative to the best structure? A: arrangement i 0.0; arrangement ii 49.1, in kJ/mol.

Arrangement i

Entry from OMol25: 3 unconnected molecules or ions with the total composition CH10N3O2 (ωB97M-V/def2-TZVPD).

The geometry in XYZ format:
```
16
CH10N3O2 ωB97M-V/def2-TZVPD
N 0.98 -0.22 1.16
C 1.62 0.42 0.17
N 0.86 1.12 -0.66
N 2.94 0.40 0.09
H 0.00 -0.46 0.94
H 1.45 -1.00 1.60
H 1.30 1.66 -1.37
H -0.14 1.07 -0.65
H 3.50 0.74 -0.66
H 3.41 0.14 0.93
H -2.49 0.03 0.27
H -2.26 -0.38 1.72
O -1.84 0.04 0.97
H -2.98 -1.33 -2.40
H -4.11 -0.94 -1.57
O -3.28 -1.41 -1.49
```

The HOMO energy is -14.9 eV. For the HOMO-LUMO gap, the calculation gives 11.98 eV. The charge is +1. The spin multiplicity is 1. As for the lowest unoccupied orbital energy: -2.9608 eV.

Arrangement ii

Entry from OMol25: 3 unconnected molecules or ions with the total composition CH10N3O2 (ωB97M-V/def2-TZVPD).

The geometry in XYZ format:
```
16
CH10N3O2 ωB97M-V/def2-TZVPD
N -1.99 -0.15 0.62
C -0.94 -0.93 0.81
N 0.37 -0.59 0.51
N -1.26 -2.16 1.13
H -1.77 0.75 0.37
H -2.88 -0.61 0.50
H 0.48 0.29 0.09
H 1.20 -1.17 0.55
H -2.19 -2.32 1.49
H -0.68 -3.02 1.18
H 2.70 3.00 0.01
H 2.19 3.13 1.30
O 1.88 2.76 0.50
H 1.48 0.82 -3.30
H 0.63 -0.34 -3.08
O 0.79 0.55 -2.67
```

The HOMO energy is -14.6 eV. For the HOMO-LUMO gap, the calculation gives 11.53 eV. The charge is +1. The spin multiplicity is 1. As for the lowest unoccupied orbital energy: -3.0766 eV.

Q: What are the energies relative to the best structure? A: arrangement i 0.0; arrangement ii 73.0, in kJ/mol.